{
  "formula": "H2O4",
  "method": "wB97M-V/def2-TZVPD",
  "species": ["O", "O", "O", "O", "H", "H"],
  "coordinates": [[1.32379, 1.26957, 0.27533], [-0.55934, 0.28142, -0.00506], [1.50855, 0.01383, -0.07956], [-1.65885, -0.51716, 0.00585], [-1.96526, -0.51971, -0.92073], [1.35111, -0.52795, 0.72417]],
  "atomic_forces_ev_per_a": [[1.196, -0.063, 0.031], [-3.085, -1.313, -0.064], [1.207, 0.332, 0.228], [0.634, 0.676, -0.202], [0.024, 0.065, 0.157], [0.024, 0.304, -0.150]],
  "mol_weight_g_mol": 66.0,
  "e_homo_ev": [-10.45, -10.85],
  "e_tot_ha": -301.84175,
  "e_above_lowest_kcal_mol": 25.0
}



{
  "formula": "H2O4S2",
  "method": "wB97M-V/def2-TZVPD",
  "species": ["O", "O", "O", "O", "S", "S", "H", "H"],
  "coordinates": [[0.19189, -0.77156, -1.49693], [-1.36286, 0.38924, 0.59559], [-1.22287, -1.05652, 0.50497], [1.56984, -1.10831, 0.52287], [0.04042, -3.32776, -0.20213], [0.18408, -1.50751, -0.26539], [-1.01593, 0.74587, -0.16820], [1.42309, -1.35545, 1.42836]],
  "atomic_forces_ev_per_a": [[0.392, 0.294, 0.827], [-1.344, -1.694, 3.604], [1.572, 1.167, -0.038], [-1.922, 1.039, -1.199], [-0.223, -1.720, 0.047], [0.059, 0.393, -0.924], [1.315, 0.917, -3.477], [0.150, -0.396, 1.159]],
  "mol_weight_g_mol": 130.1,
  "e_homo_ev": -10.32,
  "e_tot_ha": -1098.38032,
  "smiles": "O=[S@](O)(=S)OO",
  "e_above_lowest_kcal_mol": 69.3
}



{
  "formula": "H2O4S3",
  "method": "wB97M-V/def2-TZVPD",
  "species": ["O", "O", "O", "O", "S", "S", "S", "H", "H"],
  "coordinates": [[2.52166, -1.54145, -0.01895], [0.13045, -1.40644, -0.48349], [-2.13159, 0.39930, -0.09980], [0.08143, 1.52696, 0.59480], [-1.36851, 1.88913, -0.04875], [1.54886, 1.01268, -0.10895], [1.35603, -1.01391, 0.53862], [-1.85171, -0.08558, 0.68755], [-0.28662, -0.78069, -1.06103]],
  "atomic_forces_ev_per_a": [[3.342, -1.815, -1.087], [0.326, -1.397, 1.419], [0.730, 0.511, -0.402], [0.485, 0.295, 0.804], [-0.264, -0.557, -0.349], [-0.905, 0.232, 0.016], [-3.265, 1.740, -0.188], [-0.371, -0.023, 0.319], [-0.079, 1.014, -0.532]],
  "mol_weight_g_mol": 162.2,
  "e_homo_ev": -9.23,
  "e_tot_ha": -1496.61974,
  "e_above_lowest_kcal_mol": 13.6
}



> What is the formula in the first record?

H2O4